[1]
Molecular formula: C24H23BrF4O2PPt
Method: DFT, ωB97M-V/def2-TZVPD

```
56
Properties=species:S:1:pos:R:3:forces:R:3
H -3.777360 -0.486610 2.381848 -0.001 0.007 -0.001
F 5.966604 2.811709 -1.771922 0.000 0.002 0.001
H 1.483886 -0.202730 3.576867 -0.016 0.004 -0.011
C 4.583246 1.306189 -2.917167 0.001 -0.006 -0.007
C 3.174493 -0.077383 2.243511 0.013 -0.001 -0.027
C 4.948995 1.970602 -1.756486 0.004 0.005 0.004
C 4.239605 1.747793 -0.586953 -0.003 -0.015 -0.004
C 4.634654 -1.198494 4.311057 -0.012 0.002 0.012
O -0.460929 -0.892825 2.160218 0.102 -0.089 0.179
C 1.728071 2.334564 1.404838 -0.168 -0.077 0.015
H 0.389385 2.501588 -0.275965 0.017 0.014 -0.011
C 2.546849 -0.374752 3.455484 -0.008 -0.002 0.002
H -1.658534 -0.316148 3.671875 -0.005 -0.010 -0.008
H -2.518411 1.754597 2.637468 -0.013 0.001 -0.014
F 4.614002 2.404179 0.506318 0.010 -0.005 0.009
C -1.179366 1.970415 -2.826812 -0.016 -0.009 -0.042
H 2.336135 4.758013 3.676750 0.000 0.002 -0.001
O -1.054809 1.272648 -1.840966 0.067 0.055 0.062
H 0.781088 5.975284 2.197011 0.002 0.003 -0.002
H 0.921498 2.419323 -2.929586 -0.006 -0.006 0.011
C 0.006723 2.625792 -3.483274 -0.007 0.006 0.003
Pt 0.467804 -0.664051 0.524391 -0.116 0.056 -0.084
H 6.301158 -1.145611 2.961057 0.000 -0.001 0.000
H -0.756411 1.772658 2.672257 0.041 -0.001 0.001
C 0.840968 3.014179 0.568262 -0.011 -0.026 0.010
C -2.851127 -0.900831 1.981815 -0.002 0.001 0.025
C 5.252101 -0.923157 3.100513 0.006 0.005 -0.017
H -2.826640 -1.967183 2.202715 0.004 0.001 -0.004
C 2.827766 0.217807 -1.718985 -0.015 0.030 -0.008
C -1.623995 1.273314 2.240359 0.043 0.029 -0.004
H -2.485515 2.807605 -4.349213 0.001 0.001 0.001
H -2.852766 -0.763168 0.896807 -0.008 -0.002 -0.010
C 0.508409 4.325576 0.853323 0.005 0.017 -0.001
C 4.524883 -0.361989 2.061700 0.000 0.011 0.013
H 2.800823 -1.157429 5.428180 -0.002 0.002 0.000
H -2.994162 1.244539 -3.666269 -0.003 0.001 0.005
Br 1.340767 -0.955491 -1.750512 0.059 -0.025 0.054
C 3.511608 0.424976 -2.897467 0.001 -0.013 0.009
C 1.048636 4.951475 1.971977 -0.010 -0.013 -0.008
H 0.100735 2.258873 -4.508207 0.001 0.002 0.000
C 3.169221 0.864908 -0.542440 -0.006 -0.049 -0.024
H 5.016168 -0.155278 1.120807 0.007 0.002 -0.015
F 5.247142 1.516045 -4.035654 -0.001 0.002 -0.001
H -0.151485 3.704086 -3.552937 -0.002 -0.002 0.000
C -1.644193 -0.201544 2.583412 -0.058 0.032 -0.100
P 2.160040 0.652018 0.958030 0.071 0.055 -0.029
C 1.921173 4.268708 2.806126 0.001 -0.006 0.009
C 2.266838 2.954223 2.526370 0.010 0.023 0.030
H -0.181839 4.859060 0.213389 -0.003 0.001 0.005
H -1.611759 1.411817 1.155211 0.005 0.009 -0.001
H 2.953335 2.424423 3.173836 0.004 -0.007 -0.010
H -3.168022 2.706514 -2.710933 -0.002 0.005 -0.003
C 3.283546 -0.925652 4.488669 0.018 -0.010 -0.007
H 5.205331 -1.637728 5.118320 0.002 0.002 0.000
C -2.533067 2.206965 -3.443880 -0.003 -0.014 0.000
F 3.152659 -0.197379 -4.013275 0.002 0.000 -0.005
```
Forces are in eV/Å.

Summary:
- Orbital gap: 7.903 eV
- Spin multiplicity: 1
- Net charge: +1
- Electronic energy: -122797.2074 eV
- F_max: 0.22 eV Å⁻¹

How positive or negative is each atom? The Mulliken charges in e answer that: number 1, H, carries 0.4133; number 2, F, carries -0.2696; number 3, H, carries 0.3071; number 4, C, carries 0.6483; number 5, C, carries 0.4425; number 6, C, carries 0.2421; number 7, C, carries 0.1890; number 8, C, carries -0.5342; number 9, O, carries -0.5998; number 10, C, carries 0.9085; number 11, H, carries 0.3528; number 12, C, carries -0.1589; number 13, H, carries 0.3096; number 14, H, carries 0.5249; number 15, F, carries -0.3318; number 16, C, carries 0.7389; number 17, H, carries 0.4358; number 18, O, carries -0.4544; number 19, H, carries 0.4153; number 20, H, carries 0.0563; number 21, C, carries -0.9205; number 22, Pt, carries 0.8310; number 23, H, carries 0.4206; number 24, H, carries 0.1956; number 25, C, carries -0.2621; number 26, C, carries -1.3624; number 27, C, carries -0.8065; number 28, H, carries 0.3355; number 29, C, carries -0.1456; number 30, C, carries -1.0581; number 31, H, carries 0.3817; number 32, H, carries 0.2602; number 33, C, carries -0.6842; number 34, C, carries -0.4435; number 35, H, carries 0.4353; number 36, H, carries 0.3286; number 37, Br, carries -0.1327; number 38, C, carries 0.3951; number 39, C, carries -0.6055; number 40, H, carries 0.4034; number 41, C, carries -0.2673; number 42, H, carries 0.3486; number 43, F, carries -0.2714; number 44, H, carries 0.3667; number 45, C, carries 0.6174; number 46, P, carries 0.7167; number 47, C, carries -0.7078; number 48, C, carries -0.4589; number 49, H, carries 0.4780; number 50, H, carries 0.1029; number 51, H, carries 0.4696; number 52, H, carries 0.3167; number 53, C, carries -0.7395; number 54, H, carries 0.3987; number 55, C, carries -1.2414; number 56, F, carries -0.3306

=====

[2]
Molecular formula: F2H2N2O2S
Method: DFT, ωB97M-V/def2-TZVPD

```
9
Properties=species:S:1:pos:R:3:forces:R:3
N -1.909106 -1.439492 0.488304 -0.036 0.295 -0.228
F -1.603123 -0.186057 0.891590 -0.551 -0.546 0.056
O 1.460907 1.871245 1.149649 1.298 0.121 0.549
F -2.252252 -1.263635 -0.805607 0.091 -0.056 0.300
S 0.571530 1.171575 0.288350 -0.339 -1.522 0.208
N 1.292088 -0.223449 -0.388846 0.171 -2.284 -0.453
O -0.056779 1.844687 -0.794037 -0.498 0.390 -1.181
H 0.679689 -0.831654 -1.011051 0.585 1.769 0.894
H 1.817048 -0.943221 0.181650 -0.721 1.834 -0.145
```
Forces are in eV/Å.

Summary:
- Orbital gap (spin up / spin down): 7.794 / 10.043 eV
- Spin multiplicity: 1
- Net charge: 0
- Electronic energy: -23371.2772 eV
- F_max: 2.33 eV Å⁻¹

How positive or negative is each atom? The Mulliken charges in e answer that: number 1, N, carries 0.1423; number 2, F, carries -0.0632; number 3, O, carries -0.4715; number 4, F, carries -0.0808; number 5, S, carries 0.8553; number 6, N, carries -0.4945; number 7, O, carries -0.4550; number 8, H, carries 0.2812; number 9, H, carries 0.2862

=====

Record-wise energy above the lowest of the compared OMol25 structures with the same formula, charge and spin values, in kJ/mol: 0.0; 185.5